{"formula": "FeH12O6", "method": "ωB97M-V/def2-TZVPD", "e_homo_ev": [-19.064, -17.486], "homo_lumo_gap_ev": [11.70, 10.09], "multiplicity": 5, "total_charge": 2, "relative_energy_kj_mol": 125.02, "symbols": ["Fe", "O", "H", "H", "O", "H", "H", "O", "H", "H", "O", "H", "H", "O", "H", "H", "O", "H", "H"], "xyz": [[0.092, -0.004, 0.130], [-1.797, -0.655, 0.616], [-2.495, -0.283, -0.044], [-2.383, -1.280, 0.979], [0.811, -0.880, 1.886], [0.077, -1.425, 2.215], [1.621, -1.368, 1.939], [0.743, -1.722, -0.807], [0.251, -2.555, -0.912], [1.633, -1.896, -0.643], [-0.512, 2.048, 0.625], [-1.261, 2.415, 0.191], [0.211, 2.700, 0.608], [2.041, 0.848, -0.308], [2.107, 1.445, -1.088], [2.767, 0.735, 0.283], [-0.977, 0.572, -1.620], [-1.707, 1.208, -1.594], [-1.219, 0.094, -2.447]], "lowdin_charge": [0.811, -0.038, 0.154, 0.082, -0.002, 0.109, 0.093, 0.005, 0.134, 0.062, 0.001, 0.071, 0.116, -0.009, 0.135, 0.088, -0.048, 0.097, 0.138]}

=====

{"formula": "H10IO5", "method": "ωB97M-V/def2-TZVPD", "e_homo_ev": -5.147, "homo_lumo_gap_ev": 8.42, "total_charge": -1, "relative_energy_kj_mol": 112.72, "symbols": ["I", "O", "H", "H", "O", "H", "H", "O", "H", "H", "O", "H", "H", "O", "H", "H"], "xyz": [[-0.321, 0.027, 0.308], [0.817, -1.073, -3.270], [0.411, -1.046, -2.304], [1.748, -0.929, -3.314], [-3.456, 0.931, -1.799], [-4.226, 1.109, -1.374], [-2.715, 0.770, -1.173], [-0.749, -1.017, 3.937], [-1.236, -1.811, 3.974], [-0.856, -0.867, 3.055], [0.552, 3.229, 0.466], [0.146, 2.345, 0.567], [1.405, 2.906, 0.941], [2.941, -1.734, -0.274], [3.442, -1.655, 0.489], [2.094, -1.186, -0.229]], "lowdin_charge": [0.123, -0.142, -0.007, -0.008, -0.066, -0.046, -0.061, -0.045, 0.005, -0.145, -0.215, -0.225, 0.055, -0.113, -0.030, -0.080]}

=====

{"formula": "H10KO5", "method": "ωB97M-V/def2-TZVPD", "e_homo_ev": -14.862, "homo_lumo_gap_ev": 11.09, "total_charge": 1, "relative_energy_kj_mol": 507.18, "symbols": ["K", "O", "H", "H", "O", "H", "H", "O", "H", "H", "O", "H", "H", "O", "H", "H"], "xyz": [[-0.555, -0.357, 0.140], [-1.330, -1.236, -1.588], [-1.463, -2.183, -1.631], [-0.826, -1.028, -2.375], [-0.697, 1.121, -1.507], [0.158, 1.204, -1.084], [-0.616, 1.631, -2.313], [0.990, -0.496, 1.622], [0.980, 0.199, 2.281], [0.943, -1.307, 2.128], [-0.883, 1.287, 1.465], [-0.870, 2.165, 1.083], [-0.781, 1.433, 2.405], [1.709, -1.187, -0.300], [1.649, -0.798, 0.573], [1.594, -0.450, -0.899]], "lowdin_charge": [1.125, -0.192, 0.079, 0.065, -0.120, 0.022, 0.096, -0.108, 0.109, 0.130, -0.153, 0.079, 0.080, -0.089, -0.139, 0.016]}

=====

{"formula": "H10N3O14Zn", "method": "ωB97M-V/def2-TZVPD", "e_homo_ev": [-9.436, -9.385], "homo_lumo_gap_ev": [6.14, 2.95], "multiplicity": 2, "total_charge": 0, "symbols": ["Zn", "N", "O", "O", "O", "N", "O", "O", "O", "N", "O", "O", "O", "O", "H", "H", "O", "H", "H", "O", "H", "H", "O", "H", "H", "O", "H", "H"], "xyz": [[-0.120, 1.392, 2.180], [0.373, -0.574, -0.244], [0.766, 0.046, -1.169], [0.429, -0.028, 0.883], [0.074, -1.799, -0.317], [1.172, 3.383, 0.100], [0.806, 2.906, 1.172], [0.727, 4.438, -0.381], [2.184, 2.866, -0.391], [-2.968, 1.602, 0.550], [-3.792, 1.058, 1.213], [-3.242, 2.111, -0.519], [-1.856, 1.748, 1.059], [2.520, 1.094, -3.043], [3.266, 1.370, -2.509], [1.919, 0.685, -2.421], [1.624, 1.162, 3.107], [1.612, 1.141, 4.064], [2.536, 1.344, 2.883], [-1.542, -0.691, -2.652], [-0.701, -0.590, -2.206], [-1.405, -1.414, -3.264], [-2.417, -3.923, 0.079], [-1.623, -3.495, -0.239], [-2.522, -3.598, 0.973], [0.672, -4.395, 0.140], [1.098, -4.349, 0.997], [0.409, -3.493, -0.045]], "lowdin_charge": [0.981, -0.506, 0.076, -0.092, 0.009, -0.573, -0.130, 0.034, 0.015, -0.534, 0.291, 0.321, 0.079, -0.056, 0.022, -0.030, 0.017, 0.096, 0.118, -0.052, -0.029, 0.040, -0.048, -0.012, 0.025, -0.052, 0.031, -0.041]}

=====

{"formula": "H10NaO5", "method": "ωB97M-V/def2-TZVPD", "e_homo_ev": -14.864, "homo_lumo_gap_ev": 11.44, "total_charge": 1, "relative_energy_kj_mol": 421.75, "symbols": ["Na", "O", "H", "H", "O", "H", "H", "O", "H", "H", "O", "H", "H", "O", "H", "H"], "xyz": [[0.265, -0.238, 0.180], [0.468, 1.543, 0.403], [0.930, 2.121, -0.205], [0.891, 1.697, 1.248], [-1.043, 0.701, -0.725], [-0.838, 1.039, -1.597], [-1.937, 0.997, -0.557], [-1.512, -0.880, 0.838], [-1.430, -1.829, 0.748], [-2.386, -0.682, 0.503], [0.482, -1.000, -1.746], [-0.176, -0.922, -2.437], [1.088, -1.668, -2.065], [1.468, -0.457, 1.567], [1.779, -0.781, 2.413], [1.952, 0.357, 1.430]], "lowdin_charge": [0.257, -0.046, 0.114, 0.087, -0.107, 0.097, 0.105, -0.014, 0.090, 0.084, -0.007, 0.081, 0.090, -0.007, 0.107, 0.069]}

=====

{"formula": "H10NaO5", "method": "ωB97M-V/def2-TZVPD", "e_homo_ev": -15.329, "homo_lumo_gap_ev": 12.14, "total_charge": 1, "relative_energy_kj_mol": 21.39, "symbols": ["Na", "O", "H", "H", "O", "H", "H", "O", "H", "H", "O", "H", "H", "O", "H", "H"], "xyz": [[-0.143, 0.070, -0.335], [2.308, 0.889, -0.169], [2.259, 1.776, -0.526], [3.226, 0.782, 0.084], [-0.889, 1.109, 1.726], [-1.487, 1.020, 2.468], [-0.493, 1.974, 1.840], [0.335, 1.340, -2.480], [-0.157, 1.658, -3.237], [1.175, 1.057, -2.840], [0.595, -2.075, 0.757], [0.531, -1.877, 1.692], [0.334, -2.993, 0.687], [-2.415, -1.253, -0.074], [-2.154, -2.157, -0.253], [-3.026, -1.320, 0.660]], "lowdin_charge": [0.536, -0.024, 0.049, 0.065, -0.026, 0.065, 0.064, -0.026, 0.066, 0.057, -0.025, 0.060, 0.060, -0.026, 0.047, 0.058]}

=====

{"formula": "H10O4S2", "method": "ωB97M-V/def2-TZVPD", "e_homo_ev": -10.207, "homo_lumo_gap_ev": 4.16, "total_charge": 0, "relative_energy_kj_mol": 586.48, "symbols": ["S", "S", "H", "H", "H", "H", "O", "H", "H", "O", "H", "H", "O", "H", "H", "O"], "xyz": [[-1.496, 0.477, 1.293], [0.787, -1.759, -0.968], [-2.235, -0.315, 2.089], [0.976, -3.083, -1.104], [-2.067, -0.559, -0.978], [-1.026, -1.039, -1.760], [-1.910, -0.748, -1.906], [0.412, -0.381, 2.094], [1.554, -1.037, 1.346], [1.373, -0.360, 2.009], [2.457, -0.557, -1.549], [2.889, 0.550, -2.603], [3.166, 0.003, -1.873], [-1.527, 2.836, 1.567], [-0.632, 4.053, 1.307], [-1.395, 3.597, 0.995]], "lowdin_charge": [0.663, 0.688, -0.203, -0.193, -0.080, -0.179, -0.112, -0.118, -0.055, -0.122, -0.133, 0.034, -0.068, -0.076, 0.023, -0.070]}

=====

{"formula": "H10O5", "method": "ωB97M-V/def2-TZVPD", "e_homo_ev": [1.410, -7.144], "homo_lumo_gap_ev": [0.44, 8.99], "multiplicity": 2, "total_charge": -1, "relative_energy_kj_mol": 268.02, "symbols": ["O", "O", "O", "O", "O", "H", "H", "H", "H", "H", "H", "H", "H", "H", "H"], "xyz": [[4.775, -4.000, 5.255], [3.865, -0.052, 4.376], [3.662, -0.535, -4.910], [-9.755, 8.618, -2.678], [-2.713, -4.481, -1.935], [4.445, -4.849, 5.201], [3.651, 0.846, 4.501], [4.039, 0.206, -5.286], [-10.069, 8.156, -1.966], [-2.753, -4.179, -2.886], [4.102, -3.224, 5.238], [4.701, -0.286, 4.212], [4.231, -1.307, -4.795], [-10.418, 9.282, -2.558], [-1.761, -4.196, -1.767]], "lowdin_charge": [-0.256, -0.335, -0.080, -0.007, -0.171, -0.068, -0.081, -0.028, -0.020, 0.036, 0.032, -0.131, 0.032, 0.027, 0.050]}

=====

{"formula": "H10O5", "method": "ωB97M-V/def2-TZVPD", "e_homo_ev": -10.863, "homo_lumo_gap_ev": 11.40, "total_charge": 0, "relative_energy_kj_mol": 60.09, "symbols": ["O", "H", "H", "O", "H", "H", "O", "H", "H", "O", "H", "H", "O", "H", "H"], "xyz": [[-2.003, -1.495, 0.936], [-1.917, -1.054, 0.074], [-2.270, -2.410, 0.850], [-1.244, 0.788, -0.347], [-1.479, 0.998, 0.572], [-1.076, 1.658, -0.746], [0.750, 2.732, -0.676], [1.404, 2.899, -1.388], [1.036, 1.879, -0.300], [1.925, 0.279, -0.687], [1.411, -0.314, -1.250], [1.789, -0.238, 0.133], [0.789, -1.751, 0.681], [1.069, -2.350, 1.366], [-0.185, -1.622, 0.782]], "lowdin_charge": [-0.057, 0.030, 0.059, -0.069, 0.063, 0.037, -0.102, 0.057, -0.005, -0.083, 0.048, 0.024, -0.063, 0.046, 0.013]}

=====

{"formula": "H10O5", "method": "ωB97M-V/def2-TZVPD", "e_homo_ev": -11.230, "homo_lumo_gap_ev": 11.51, "total_charge": 0, "relative_energy_kj_mol": 127.06, "symbols": ["O", "H", "H", "O", "H", "H", "O", "H", "H", "O", "H", "H", "O", "H", "H"], "xyz": [[3.318, -1.529, -3.161], [3.073, -2.313, -3.653], [2.486, -1.170, -2.853], [3.776, 2.468, 0.666], [3.076, 1.817, 0.709], [4.567, 1.958, 0.491], [-3.973, -0.812, -0.323], [-4.487, -1.551, -0.650], [-3.719, -0.330, -1.109], [0.882, -0.478, 0.345], [-0.009, -0.424, 0.692], [1.198, -1.335, 0.629], [-3.267, 1.162, 3.101], [-3.400, 0.532, 2.392], [-3.521, 2.005, 2.724]], "lowdin_charge": [-0.054, 0.027, 0.025, -0.053, 0.017, 0.028, -0.052, 0.031, 0.031, -0.051, 0.028, 0.032, -0.053, 0.014, 0.029]}

=====

{"formula": "H10O5", "method": "ωB97M-V/def2-TZVPD", "e_homo_ev": -10.495, "homo_lumo_gap_ev": 10.50, "total_charge": 0, "relative_energy_kj_mol": 133.46, "symbols": ["O", "H", "H", "O", "H", "H", "O", "H", "H", "O", "H", "H", "O", "H", "H"], "xyz": [[-1.073, -1.084, -1.888], [-0.263, -1.406, -2.256], [-1.172, -0.426, -2.566], [1.108, -1.957, 0.118], [1.188, -1.912, -0.819], [1.417, -2.852, 0.343], [-0.730, 2.576, -0.206], [-0.968, 1.733, 0.169], [-1.177, 3.313, 0.282], [-0.767, -0.260, 0.624], [-0.912, -0.496, -0.271], [-0.044, -0.868, 0.787], [1.411, 1.018, 1.999], [1.407, 1.969, 1.961], [0.575, 0.653, 1.723]], "lowdin_charge": [-0.002, 0.039, 0.067, -0.012, 0.030, 0.087, -0.078, -0.024, 0.060, -0.073, -0.037, -0.006, -0.052, 0.022, -0.023]}

=====

{"formula": "H10O5", "method": "ωB97M-V/def2-TZVPD", "e_homo_ev": -10.418, "homo_lumo_gap_ev": 10.27, "total_charge": 0, "relative_energy_kj_mol": 85.71, "symbols": ["O", "H", "H", "O", "H", "H", "O", "H", "H", "O", "H", "H", "O", "H", "H"], "xyz": [[-1.947, -2.358, -1.988], [-1.266, -1.971, -1.438], [-1.675, -3.269, -2.101], [2.401, -0.270, 0.599], [2.257, -0.749, 1.415], [3.291, 0.074, 0.676], [0.446, 2.086, 0.288], [0.792, 2.599, -0.442], [1.166, 1.508, 0.539], [-2.303, 1.332, 0.970], [-2.215, 0.883, 1.811], [-1.414, 1.614, 0.753], [0.021, -0.767, -0.604], [-0.418, 0.037, -0.329], [0.863, -0.749, -0.149]], "lowdin_charge": [-0.064, -0.027, 0.022, -0.029, 0.072, 0.072, -0.034, 0.065, 0.013, -0.049, 0.033, -0.028, -0.040, 0.012, -0.018]}